[1]
DFT (ωB97M-V/def2-TZVPD) results for C20H54IN3O13P4SSi2 as an isolated structure.

Summary:
Multiplicity: 1
Kohn-Sham gap (eV): 8.152
LUMO energy (eV): -0.2
E_HOMO (eV): -8.359

Cartesian coordinates (Å):
C -0.70378 -1.18617 1.57324
C -2.04744 -0.94481 1.35886
Si -2.72192 -0.05560 -0.19676
C -3.93003 -1.31974 -1.00699
C -4.85333 -2.01295 0.07857
S -5.83036 -3.42906 -0.67561
C -5.44188 -3.34076 -2.44495
N -4.35676 -3.98640 -2.90748
N -4.31500 -3.69172 -4.24931
C -5.34777 -2.91388 -4.52176
O -6.12361 -2.64479 -3.40227
C -1.17973 0.24961 -1.29238
P -0.02928 1.55373 -0.59398
O -0.67281 2.41751 0.41007
O 0.56742 2.37504 -1.91466
O 1.28801 0.77175 0.07656
O -3.49613 1.33774 0.37811
Si -4.10594 2.41139 -0.78416
P -3.20094 4.41534 -0.30692
P -3.21154 5.71292 -2.04244
O -1.80477 5.97538 -2.47540
O -4.15452 5.18738 -3.29154
O -3.83522 7.17893 -1.54707
P -3.87971 1.88809 -2.92903
N -5.25971 2.30873 -3.65035
C -5.99378 2.60347 -0.42362
I -6.79766 4.51575 -1.09294
C -6.85978 1.38229 -0.95110
C -7.53276 0.65367 0.28659
H -0.23016 -0.84537 2.52386
H -0.10760 -1.75616 0.82026
H -2.79139 -1.24114 2.14962
H -4.63391 -0.84583 -1.73468
H -3.25120 -2.08031 -1.48619
H -4.27350 -2.45877 0.91665
H -5.63729 -1.29664 0.43386
H -5.58426 -2.48097 -5.50836
H -1.40070 0.40691 -2.37619
H -0.58672 -0.71184 -1.23979
H 0.74581 1.70534 -2.60506
H 1.59607 0.06140 -0.51498
H -4.05075 4.95846 0.70695
H -3.62158 5.35177 -4.09760
H -3.17922 7.86160 -1.78075
H -2.86795 2.73531 -3.50616
H -3.68216 0.51025 -3.22470
H -5.66259 1.47947 -4.10232
H -6.09972 2.60633 0.69709
H -7.68805 1.79433 -1.58228
H -6.28199 0.68957 -1.60927
H -7.86976 -0.38845 0.04803
H -8.36252 1.30295 0.66053
H -6.75452 0.57447 1.09861
C -9.56067 -5.56963 1.35056
C -8.25971 -4.81820 1.55830
O -8.49983 -3.41385 1.59924
H -10.03947 -5.25458 0.42135
H -9.38794 -6.64702 1.31040
H -10.26367 -5.35719 2.16064
H -7.56974 -5.01536 0.73754
H -7.77857 -5.12132 2.49424
H -9.10274 -3.24246 2.33180
C 3.88614 1.21923 3.47380
C 2.70323 0.54997 2.80095
O 1.73346 0.15430 3.77346
H 4.35146 0.54324 4.19380
H 4.63300 1.51873 2.74199
H 3.56317 2.10479 4.02923
H 3.02460 -0.34538 2.26535
H 2.22779 1.22475 2.08897
H 1.44594 0.94974 4.23600
C 8.32514 0.55533 0.92584
C 6.90632 0.88225 1.34679
O 6.87277 1.31423 2.70676
H 8.74326 -0.22605 1.56411
H 8.35698 0.21728 -0.11445
H 8.97103 1.43260 1.02972
H 6.27006 -0.00045 1.26241
H 6.48616 1.67354 0.71614
H 7.42803 2.09934 2.77549
C 10.10017 -1.76862 4.74281
C 10.14019 -2.60398 3.47759
O 10.59127 -1.82014 2.37689
H 9.43812 -0.91009 4.61290
H 9.74843 -2.35972 5.59081
H 11.09297 -1.37489 4.97755
H 9.14461 -2.97695 3.23500
H 10.81053 -3.46132 3.59839
H 11.47511 -1.49955 2.58988
C 10.49049 0.37056 -3.77200
C 10.07536 0.11993 -2.33496
O 8.70885 0.47606 -2.14083
H 10.34880 1.42108 -4.03315
H 11.53849 0.10701 -3.92777
H 9.87553 -0.21590 -4.45999
H 10.67628 0.72250 -1.65319
H 10.20591 -0.93436 -2.07067
H 8.17900 -0.06502 -2.73802


[2]
DFT (ωB97M-V/def2-TZVPD) results for a 6-piece molecular cluster, C20H54N2O12 overall.

Summary:
Multiplicity: 1
Kohn-Sham gap (eV): 8.795
LUMO energy (eV): 0.3
ΔE to the lowest compared entry with this formula, charge and spin (kcal/mol): 96.8
E_HOMO (eV): -8.488

Cartesian coordinates (Å):
C 19.76366 -17.48654 -19.42161
C 19.54655 -17.16891 -20.84436
O 20.11057 -15.93479 -21.33623
O 19.03666 -18.62698 -18.84974
H 19.40490 -16.55073 -18.98321
H 20.80548 -17.56771 -19.01961
H 18.52189 -17.26638 -20.93691
H 19.94802 -17.86517 -21.54307
H 19.40619 -15.41677 -21.79647
H 19.27853 -18.67775 -17.91354
C 17.26636 -24.85601 -12.92277
C 16.36716 -23.84108 -13.72108
O 16.87877 -22.54720 -13.75577
O 16.66807 -26.08957 -12.77080
H 17.56245 -24.47697 -11.96309
H 18.17581 -24.99632 -13.52294
H 15.38650 -23.93599 -13.27112
H 16.15801 -24.17686 -14.70877
H 16.68195 -22.00799 -13.02614
H 15.74816 -26.02288 -12.60306
C 14.92690 -20.33580 -20.49568
C 16.48087 -19.89661 -20.37382
O 16.79911 -20.20337 -19.06813
O 14.38322 -20.07084 -21.79854
H 14.39190 -19.78966 -19.70701
H 14.82202 -21.36072 -20.25655
H 16.72653 -18.84612 -20.41012
H 16.99000 -20.33121 -21.16822
H 17.64035 -19.79017 -18.87522
H 13.42119 -19.90330 -21.67736
C 18.83223 -21.04352 -15.76673
C 20.22513 -20.70519 -16.43225
O 20.60267 -19.38990 -16.53984
O 19.03456 -22.39460 -15.39559
H 17.95432 -20.95788 -16.45133
H 18.57587 -20.45009 -14.85008
H 20.31520 -21.24966 -17.39068
H 21.08143 -21.35503 -16.13655
H 20.85064 -19.10173 -15.64153
H 18.33011 -22.57492 -14.71540
C 23.29004 -15.63509 -16.96061
O 22.17342 -15.17800 -16.08669
C 21.42858 -16.22923 -15.44016
C 22.24155 -17.37706 -14.73135
N 21.27451 -18.33263 -14.14210
C 21.88086 -19.31500 -13.13631
C 20.72002 -20.19446 -12.51576
O 20.94116 -21.17817 -11.46958
C 20.82193 -22.54806 -11.97206
H 23.81544 -14.70159 -17.21791
H 22.88512 -16.14771 -17.82337
H 24.02982 -16.19244 -16.41518
H 20.52990 -16.50312 -15.98377
H 20.98162 -15.44233 -14.69168
H 22.80612 -16.94795 -13.95692
H 22.90623 -17.95513 -15.37568
H 20.77506 -17.66635 -13.45810
H 22.11782 -18.69342 -12.23960
H 22.88454 -19.65639 -13.36979
H 20.25445 -20.74502 -13.32646
H 19.84706 -19.59216 -12.14681
H 21.55924 -22.74511 -12.77416
H 19.83223 -22.76720 -12.26267
H 21.05667 -23.15328 -11.17111
C 17.98357 -17.86553 -14.08551
O 16.56473 -17.98760 -14.46681
C 16.35929 -19.20432 -15.14025
C 14.90996 -19.31721 -15.57517
N 14.76376 -20.32366 -16.62486
C 15.05814 -21.66254 -16.26289
C 14.18725 -22.63348 -17.03005
O 14.68254 -23.93732 -16.78687
C 15.60395 -24.48726 -17.70807
H 18.63764 -17.87109 -14.86743
H 18.29659 -18.79392 -13.53287
H 18.16848 -16.90049 -13.49489
H 16.49175 -20.07075 -14.48074
H 16.95093 -19.28299 -16.08595
H 14.49275 -18.34459 -15.83728
H 14.29567 -19.71300 -14.81738
H 15.23418 -19.94504 -17.35741
H 14.67430 -21.95228 -15.31668
H 16.05354 -21.86916 -16.28385
H 14.08546 -22.31880 -18.16472
H 13.19474 -22.43072 -16.66834
H 15.60574 -25.54782 -17.54876
H 16.49371 -23.93282 -17.48390
H 15.27746 -24.32869 -18.67524


[3]
DFT (ωB97M-V/def2-TZVPD) results for a 8-piece molecular cluster, C20H54O8S6 overall.

Summary:
Charge: -2
Multiplicity: 1
Kohn-Sham gap (eV): 1.837
LUMO energy (eV): 3.4
E_HOMO (eV): 1.572

Cartesian coordinates (Å):
O -12.50334 -9.94947 -21.13154
C -11.14617 -9.49211 -21.34954
C -10.59247 -9.39400 -22.89138
O -11.27693 -8.75381 -23.91549
H -10.42225 -10.16595 -20.89130
H -10.95314 -8.52053 -20.89471
H -10.61810 -10.44983 -23.16093
H -9.56100 -9.04341 -22.85563
C -15.33256 -3.00632 -22.49677
S -14.72808 -4.10790 -21.08604
O -15.44076 -5.49094 -21.18003
C -13.08436 -4.32555 -21.87851
H -15.53110 -1.97175 -22.21687
H -16.29191 -3.33674 -22.89499
H -14.72801 -2.98281 -23.40345
H -12.66471 -3.31959 -21.88042
H -13.26907 -4.68778 -22.88983
H -12.51449 -5.03733 -21.28124
C -11.34990 -13.73168 -17.65411
S -11.68224 -15.21126 -18.79628
O -10.87394 -16.31154 -17.98296
C -10.65455 -14.57878 -20.19928
H -11.79129 -12.86231 -18.14140
H -10.27217 -13.58221 -17.58880
H -11.71738 -13.83568 -16.63321
H -10.57121 -15.43353 -20.87052
H -9.63542 -14.29118 -19.94088
H -11.13670 -13.74459 -20.70894
C -10.53858 -5.22871 -16.95592
S -11.37966 -6.28631 -15.64408
O -11.76695 -5.22366 -14.55714
C -12.89550 -6.51381 -16.67292
H -11.04173 -4.28403 -17.16211
H -10.58872 -5.81564 -17.87304
H -9.53581 -5.04209 -16.57157
H -13.66350 -6.90023 -16.00288
H -12.74058 -7.34173 -17.36477
H -13.22345 -5.61633 -17.19741
C -12.77169 -9.24312 -29.33844
S -14.48417 -9.91347 -29.52203
O -15.25899 -9.65888 -28.25447
C -15.25295 -8.87815 -30.89414
H -12.07470 -9.76221 -29.99635
H -12.37618 -9.31707 -28.32543
H -12.72241 -8.18503 -29.59560
H -14.99002 -7.82184 -30.83795
H -16.33468 -8.97077 -30.99109
H -14.75030 -9.40847 -31.70298
C -13.12152 -14.52025 -25.28149
S -14.59139 -14.33370 -24.13279
O -14.99309 -12.93559 -24.48267
C -15.62062 -15.58671 -25.02614
H -12.46536 -13.76853 -24.84279
H -13.42045 -14.09571 -26.23987
H -12.63394 -15.49502 -25.26740
H -15.61523 -15.31228 -26.08101
H -16.54050 -15.63860 -24.44370
H -15.17344 -16.57999 -24.98714
C -5.03607 -6.84744 -28.81778
S -6.84094 -6.52077 -29.23618
O -7.19628 -7.23574 -30.54630
C -7.68328 -7.38751 -27.73210
H -4.81181 -7.91179 -28.88827
H -4.83476 -6.45097 -27.82259
H -4.53593 -6.31668 -29.62788
H -7.33402 -8.41982 -27.75344
H -8.75229 -7.20242 -27.62698
H -7.21446 -6.97607 -26.83821
C -7.21028 -13.38644 -26.31133
C -6.99176 -12.37133 -25.16779
C -5.55747 -11.89327 -25.07308
C -5.41686 -10.64500 -24.17490
C -4.01513 -10.17044 -23.91731
C -4.17631 -8.80927 -23.08948
H -8.24293 -13.72736 -26.23713
H -6.56099 -14.24275 -26.12895
H -6.95200 -13.04819 -27.31481
H -7.58114 -11.48465 -25.40130
H -7.40895 -12.68948 -24.21237
H -5.14966 -11.65423 -26.05525
H -5.02267 -12.73259 -24.62851
H -6.02426 -9.91986 -24.71651
H -5.99378 -10.77737 -23.25962
H -3.47160 -10.91433 -23.33483
H -3.59550 -10.03234 -24.91377
H -3.20036 -8.48638 -22.72706
H -4.63745 -8.01173 -23.67204
H -4.83345 -9.04696 -22.25295


[4]
DFT (ωB97M-V/def2-TZVPD) results for a 4-piece molecular cluster, C20H55FN4O12P3 overall.

Summary:
Charge: -1
Multiplicity: 1
Kohn-Sham gap (eV): 6.542
LUMO energy (eV): 2.0
E_HOMO (eV): -4.550

Cartesian coordinates (Å):
N -0.55748 -3.65523 -0.51389
P -2.13121 -3.86513 -1.39242
O -1.79750 -4.31162 -3.07746
C -3.13903 -2.19922 -1.34012
O -4.60326 -2.52944 -1.32484
P -5.03428 -3.12183 0.29064
P -6.96442 -3.64839 -0.67934
O -7.70954 -2.30090 -1.15667
O -7.92150 -4.51882 0.53566
O -6.67970 -4.72736 -2.03206
O -3.48341 -2.70344 1.03767
C -2.92806 -1.62009 0.21282
F -1.63116 -0.99765 0.56382
H 0.07316 -4.47112 -0.67888
H -0.82751 -3.57428 0.50923
H -2.62672 -4.83767 -3.35293
H -2.82893 -1.48302 -2.22690
H -4.65714 -4.48380 -0.09989
H -5.37202 -3.77572 1.56191
H -5.56586 -1.87652 0.79469
H -8.88273 -4.30791 0.34470
H -5.89366 -4.41724 -2.58907
H -3.68130 -0.70113 0.19718
C 1.62729 -1.71323 -1.67187
O 2.39149 -2.90747 -1.56524
C 2.80574 -3.42370 -2.83534
C 4.32796 -3.29318 -3.00061
N 4.72490 -1.89169 -3.17396
C 6.17544 -1.67627 -3.08660
C 6.85249 -1.97437 -1.73666
O 6.46340 -1.09390 -0.68232
C 5.27163 -1.47235 -0.00433
H 1.23039 -1.47468 -0.68118
H 2.25644 -0.87854 -1.99449
H 0.78850 -1.84048 -2.36144
H 2.26853 -2.95510 -3.66992
H 2.54750 -4.48962 -2.83800
H 4.64592 -3.86948 -3.87669
H 4.79689 -3.72679 -2.11395
H 4.27414 -1.32711 -2.46026
H 6.34441 -0.61873 -3.31916
H 6.66928 -2.25351 -3.87501
H 7.92934 -1.81706 -1.87150
H 6.74376 -3.02256 -1.43026
H 5.13699 -2.55660 0.03136
H 4.40879 -0.99190 -0.46752
H 5.33319 -1.10082 1.02331
C 9.44196 6.07416 0.99634
O 9.83050 5.10916 0.02712
C 10.09482 3.82041 0.59326
C 9.02654 2.80763 0.15215
N 7.73540 3.08611 0.79027
C 6.62094 2.31474 0.22363
C 6.25020 2.58673 -1.24544
O 5.72058 3.89142 -1.48110
C 6.70165 4.89938 -1.69262
H 9.40705 7.05156 0.50707
H 8.44294 5.85350 1.38347
H 10.16169 6.12174 1.81792
H 10.18748 3.85746 1.68631
H 11.06386 3.49719 0.19404
H 9.35339 1.79776 0.42425
H 8.94597 2.86240 -0.93624
H 7.52226 4.07429 0.69349
H 5.74316 2.54477 0.83815
H 6.82415 1.24690 0.35440
H 5.44770 1.88876 -1.51260
H 7.07334 2.36849 -1.93771
H 7.59975 4.51292 -2.18156
H 6.95443 5.38009 -0.74664
H 6.26467 5.66837 -2.33726
C -6.86002 -0.84820 3.42997
O -6.95623 -0.10718 2.22033
C -8.14415 -0.40026 1.47588
C -9.09214 0.80921 1.47394
N -9.68818 1.01866 2.79782
C -10.40231 2.29607 2.92572
C -9.56868 3.58478 2.80783
O -8.63842 3.77687 3.87364
C -7.38807 3.12318 3.69326
H -5.86654 -0.67798 3.85414
H -7.60180 -0.50244 4.15580
H -6.98213 -1.91939 3.24856
H -8.64807 -1.30616 1.83661
H -7.82610 -0.59230 0.44396
H -9.88958 0.64070 0.74153
H -8.51544 1.68297 1.16082
H -8.95614 0.98965 3.50107
H -10.86989 2.28974 3.91687
H -11.21701 2.32332 2.19483
H -10.26572 4.42924 2.86746
H -9.07200 3.68069 1.83391
H -7.09854 3.05709 2.64121
H -7.41456 2.13232 4.14865
H -6.62385 3.70017 4.22325


[5]
DFT (ωB97M-V/def2-TZVPD) results for a 5-piece molecular cluster, C20H55N5O5 overall.

Summary:
Charge: -1
Multiplicity: 2
Kohn-Sham gap (alpha / beta) (eV): 2.011 / 8.888
LUMO energy (alpha / beta) (eV): 2.7 / 2.7
⟨S²⟩: 0.751
ΔE to the lowest compared entry with this formula, charge and spin (kcal/mol): 0.0
E_HOMO (alpha / beta) (eV): 0.697 / -6.237

Cartesian coordinates (Å):
C 2.84419 -1.76579 2.93653
C 2.10510 -0.91952 3.94008
C 0.53418 -0.70182 3.59574
O 0.49630 0.15662 2.48436
C -0.84870 0.71990 2.16633
N 2.22893 -1.60770 5.28362
H 3.10789 -1.27041 2.00210
H 2.39136 -2.73139 2.71145
H 3.87125 -1.95965 3.24581
H 2.60470 0.04236 4.05535
H -0.20414 -0.37866 4.32960
H 0.18939 -1.70599 3.34903
H -1.38409 1.18401 2.99462
H -1.56863 -0.01515 1.80648
H -0.87714 1.41916 1.33067
H 3.09737 -2.11466 5.37786
H 2.33281 -0.88312 5.97953
C 2.91114 4.33652 -1.01790
C 2.45163 4.60591 0.40936
C 1.73391 5.97390 0.41670
O 1.15309 6.26121 1.63196
C 2.10406 6.47961 2.68255
N 1.71456 3.55357 0.93038
H 3.41868 5.20963 -1.42800
H 2.19564 4.04135 -1.78539
H 3.65818 3.54814 -0.92577
H 3.28533 4.72009 1.10218
H 0.98340 5.95812 -0.37361
H 2.33209 6.81810 0.07378
H 1.52345 6.66241 3.58675
H 2.85316 7.26927 2.62424
H 2.51313 5.47835 2.81760
H 1.38060 3.72868 1.86735
H 1.02494 3.22754 0.26839
C -5.16713 -1.47784 2.53149
C -4.46397 -2.78246 2.20479
C -3.27653 -2.57498 1.20644
O -2.86721 -3.80332 0.75424
C -1.49886 -3.79148 0.18083
N -4.07802 -3.33992 3.47707
H -6.00960 -1.54171 3.22017
H -5.55940 -1.02711 1.61986
H -4.52989 -0.72467 2.99490
H -5.16166 -3.44075 1.68712
H -2.45094 -2.01671 1.64785
H -3.74827 -2.03380 0.38628
H -0.86248 -2.91992 0.33418
H -1.66558 -3.99249 -0.87742
H -0.95515 -4.68873 0.47652
H -3.34957 -4.03223 3.37625
H -4.88641 -3.88817 3.73402
C 1.98416 -1.63974 -0.64434
C 1.97383 -0.08759 -0.91047
C 0.60219 0.40021 -1.36872
O 0.58759 1.80324 -1.35127
C -0.70757 2.35324 -1.82330
N 2.48020 0.69116 0.18228
H 1.26128 -1.93260 0.11708
H 2.93850 -2.00623 -0.26614
H 1.60245 -2.17273 -1.51515
H 2.62825 0.22006 -1.72606
H -0.24417 0.08039 -0.76088
H 0.35548 0.08993 -2.38408
H -1.44260 2.42001 -1.02119
H -1.15810 1.86032 -2.68479
H -0.53115 3.37193 -2.16863
H 1.82779 0.38727 0.89088
H 2.17534 1.63340 -0.01610
C 0.75326 -1.33324 -5.14113
C -0.79258 -1.33688 -5.33703
C -1.47942 -1.96052 -4.09916
O -1.14752 -3.31611 -3.69786
C -1.32153 -4.34994 -4.62380
N -1.23093 0.05225 -5.53001
H 1.31410 -0.71622 -5.84315
H 1.10164 -2.36565 -5.17047
H 1.11323 -0.91065 -4.20308
H -0.91468 -1.85595 -6.28769
H -2.53435 -2.14104 -4.30564
H -1.50484 -1.25028 -3.27271
H -2.38566 -4.47032 -4.82686
H -1.00024 -5.23012 -4.06689
H -0.80760 -3.97572 -5.50920
H -0.90726 0.52075 -4.69584
H -2.21582 -0.09708 -5.36332


The evaluated E for the records listed, in turn: -124550.47346, -49156.01864, -102994.08202, -82742.10617, -39313.62316 eV.